(1)
DFT (the ωB97M-V functional and the def2-TZVPD basis) results for 4 unconnected molecules or ions with the total composition C19H46FN3O12S4.

The calculation puts the frontier orbital gap at 9.51 eV. As for the HOMO energy: -9.31 eV. The SMILES is CCN(CCN(CCCCN)S(=O)(=O)F)C(C)=O.CCOS(C)(=O)=O.CCOS(C)(=O)=O.CCOS(C)(=O)=O.

```
85
C19H46FN3O12S4 | the Open Molecules 2025 dataset | the ωB97M-V functional and the def2-TZVPD basis
C 4.60070 -1.55755 0.53654
C 3.42830 -0.80341 -0.08445
N 3.39100 -0.84231 -1.55017
C 2.08573 -0.42266 -2.08549
C 1.52605 0.86369 -1.46027
N 0.44176 1.44266 -2.28368
C -0.92201 0.98927 -1.93203
C -1.13191 -0.50188 -2.18340
C -2.62215 -0.80570 -2.40912
C -3.18472 -2.10598 -1.78201
N -2.25967 -3.18635 -1.46451
S 0.59670 3.06857 -2.54800
O 0.43501 3.36216 -3.92119
O 1.67014 3.61458 -1.79535
F -0.72013 3.59845 -1.85538
C 4.47419 -0.20344 -2.22309
C 5.78140 -0.96217 -2.29036
O 4.33075 0.85092 -2.79717
H 4.56641 -1.41484 1.61899
H 4.54321 -2.62778 0.34021
H 5.56378 -1.17873 0.20537
H 2.51500 -1.30411 0.25026
H 3.43088 0.22035 0.30981
H 1.40294 -1.26099 -1.94930
H 2.20340 -0.24442 -3.15217
H 1.15528 0.68782 -0.44410
H 2.34107 1.57460 -1.39740
H -1.14279 1.24149 -0.88913
H -1.61846 1.53568 -2.56460
H -0.72859 -1.09798 -1.36324
H -0.56437 -0.75375 -3.08134
H -2.81126 -0.82342 -3.48324
H -3.20625 0.03150 -2.01508
H -3.92232 -2.50341 -2.48357
H -3.74042 -1.87363 -0.87357
H -1.85985 -3.08075 -0.54230
H -1.51383 -3.27161 -2.14176
H 5.66917 -2.00308 -2.00333
H 6.52883 -0.48130 -1.65820
H 6.14033 -0.89351 -3.31610
O -0.32851 -2.05607 1.97856
S -0.03477 -1.80492 3.36280
O -0.69390 -2.57182 4.37256
O -0.21914 -0.26062 3.64559
C -1.48120 0.35271 3.26031
C -2.61567 0.00055 4.19505
C 1.70020 -1.88838 3.62831
H -1.69854 0.07264 2.22860
H -1.26314 1.41782 3.28485
H -2.86874 -1.05687 4.14292
H -3.49535 0.58144 3.91661
H -2.35103 0.23680 5.22520
H 2.20394 -1.28722 2.87582
H 1.98009 -2.93575 3.52894
H 1.92314 -1.53636 4.63163
O -3.57553 -6.37005 1.35868
S -2.54246 -7.33121 1.11832
O -2.20322 -8.26009 2.15281
O -1.23735 -6.57477 0.62741
C -0.80076 -5.43140 1.40310
C -0.15970 -5.81388 2.71637
C -2.86462 -8.20884 -0.36987
H -1.64903 -4.76211 1.54949
H -0.08919 -4.92784 0.75142
H -0.87328 -6.27480 3.39698
H 0.22308 -4.91329 3.19488
H 0.65893 -6.51800 2.56355
H -3.09831 -7.49298 -1.15283
H -3.71658 -8.85429 -0.16780
H -1.98928 -8.80206 -0.61938
O -1.66533 8.41538 1.37171
S -1.90349 8.69379 -0.01370
O -2.66563 7.76092 -0.78540
O -0.51752 8.98622 -0.72238
C 0.54401 8.00884 -0.54515
C 0.34427 6.76164 -1.37380
C -2.59516 10.29941 -0.19848
H 0.62790 7.78468 0.51877
H 1.44002 8.54595 -0.84847
H -0.53153 6.20405 -1.04597
H 1.21844 6.11829 -1.27706
H 0.20798 7.01361 -2.42567
H -2.00249 11.00641 0.37456
H -3.61027 10.24319 0.18820
H -2.60465 10.55233 -1.25506
```

---

(2)
DFT (the ωB97M-V functional and the def2-TZVPD basis) results for 11 unconnected molecules or ions with the total composition H23O11 at a distorted geometry.

Its total charge is +1. The calculation puts the frontier orbital gap at 9.79 eV. As for the HOMO energy: -13.28 eV. The value obtained for the energy relative to the best compared isomer or geometry (same formula, charge and spin) is 502.9 kJ/mol.

```
34
H23O11 | the Open Molecules 2025 dataset | the ωB97M-V functional and the def2-TZVPD basis
O 0.38368 -0.23465 -0.09060
H -0.35473 0.09828 -0.69317
H 0.25671 0.36432 0.74660
H 0.30306 -1.19347 0.16855
O 0.13164 1.52923 1.99842
H -0.24470 1.69516 2.78164
H -0.71479 1.49683 1.44997
O -2.24305 -1.05083 -1.15436
H -2.66270 -1.97936 -1.09665
H -2.89642 -0.39425 -0.88816
O -0.65294 0.31251 -3.38292
H -0.66755 -0.65540 -3.06845
H -0.29124 0.49586 -4.22075
O 0.42418 3.02624 -1.61356
H 0.35402 3.63469 -2.37397
H -0.42663 2.77646 -1.29993
O -1.73549 1.80995 -0.21979
H -2.32614 1.82303 -1.02163
H -2.25634 2.40633 0.34608
O 0.88651 -2.91270 0.06457
H 1.76505 -2.52652 0.28077
H 1.02751 -3.55081 -0.84672
O -1.59704 -3.88794 -0.10516
H -0.86319 -3.31935 0.17509
H -1.43889 -4.63615 0.43310
O 2.52397 1.75011 -0.10910
H 3.18814 1.90640 -0.74666
H 1.95501 2.34841 -0.59657
O -0.19152 -1.58368 2.33024
H -0.88183 -1.54202 2.85853
H 0.30515 -1.02219 2.71153
O 3.38222 1.10411 2.51391
H 2.89651 1.24366 1.66590
H 2.66180 0.66773 3.00322
```

---

(3)
DFT (the ωB97M-V functional and the def2-TZVPD basis) results for a molecular structure, C22H25FHfN2O4 at a distorted geometry.

Its total charge is +4. The calculation puts the frontier orbital gap at 1.38 eV. As for the HOMO energy: -17.76 eV.

```
55
C22H25FHfN2O4 | the Open Molecules 2025 dataset | the ωB97M-V functional and the def2-TZVPD basis
C 3.94535 2.53456 -4.79577
C 2.95362 2.92347 -3.80509
C 2.30279 4.38613 -3.88016
O 3.02140 5.30062 -4.33920
O 0.98057 4.71129 -3.48385
C 0.00407 3.72950 -4.00598
C -0.35042 2.71232 -2.81029
C -1.65583 1.78309 -3.11247
C -2.40736 1.56761 -1.68875
C -1.81161 0.36218 -0.80623
C -0.59335 0.76281 0.16252
C -1.04726 0.79306 1.69091
C -1.85508 1.92849 2.36070
C -2.18586 3.15214 1.34677
O -3.34246 3.61107 1.16284
O -1.09885 3.72004 0.68196
N -2.35123 2.09444 3.66220
N -2.06544 1.13281 4.53397
C -1.29889 0.01229 4.13360
F -1.02188 -0.92497 5.17827
C -0.71657 -0.35404 2.75019
C 0.14239 -1.65784 2.38829
C -0.35494 -3.01770 3.08756
C 0.62235 -4.19255 2.53085
C 2.13495 -4.09298 2.96090
C 3.21743 -5.15750 2.54792
C 2.71721 -6.31881 1.64208
C 1.19333 -6.43220 1.18176
C 0.15277 -5.35866 1.63255
H 3.67521 2.36905 -5.89559
H 5.04223 2.35833 -4.49556
H 2.68054 2.16297 -2.99377
H 0.43990 3.12652 -4.87466
H -0.91565 4.31203 -4.35041
H 0.52267 1.98740 -2.56960
H -0.50275 3.34517 -1.85356
H -1.35420 0.78389 -3.60110
H -2.37465 2.39621 -3.77658
H -3.51373 1.31098 -1.92255
H -2.41510 2.57929 -1.15854
H -1.50499 -0.49640 -1.50888
H -2.69155 -0.02258 -0.12758
H 0.21941 -0.05573 0.05840
H -0.06054 1.73929 -0.16164
H -2.41987 1.23024 5.51375
H 1.25547 -1.47033 2.56237
H 0.02004 -1.81882 1.24775
H -1.43446 -3.31009 2.86406
H -0.20502 -3.03951 4.23023
H 2.52737 -3.24865 3.63557
H 4.30812 -5.07146 2.90753
H 3.48240 -7.10034 1.30494
H 0.82158 -7.30462 0.52773
H -0.95228 -5.38601 1.31303
Hf -3.90382 -1.05283 0.22239
```

---

Which formula does entry 3 have?
C22H25FHfN2O4

---

Which value of frontier orbital gap does entry 2 give?
9.79 eV